(1)
{
  "formula": "C10H13FN2Si",
  "method": "the ωB97M-V functional and the def2-TZVPD basis",
  "species": ["C", "C", "C", "C", "C", "C", "C", "C", "C", "C", "N", "N", "F", "Si", "H", "H", "H", "H", "H", "H", "H", "H", "H", "H", "H", "H", "H"],
  "positions_angstrom": [[-1.262, 1.895, -0.100], [-2.350, -2.033, -0.007], [-2.537, 2.356, -0.185], [-1.372, 0.511, 0.133], [-0.964, -1.815, -0.024], [-0.347, -0.628, 0.029], [-2.706, 0.154, 0.156], [2.057, 0.471, 1.603], [1.852, 0.737, -1.615], [2.659, -1.788, -0.001], [-3.247, -1.070, 0.146], [-3.459, 1.340, -0.010], [-0.294, -2.920, -0.283], [1.530, -0.316, -0.063], [-0.431, 2.467, -0.130], [-2.752, -3.149, 0.130], [-2.851, 3.381, -0.269], [2.789, 1.297, 1.521], [1.122, 0.729, 2.338], [2.785, -0.303, 2.021], [1.476, 1.675, -1.278], [2.911, 1.080, -1.686], [1.273, 0.395, -2.484], [2.189, -2.564, 0.612], [2.702, -2.118, -1.053], [3.682, -1.398, 0.261], [-4.454, 1.613, 0.237]],
  "forces_ev_per_a": [[-2.45, -1.06, 0.37], [-2.35, -1.83, 1.78], [-0.43, 0.07, 0.57], [2.96, -3.07, -0.78], [-1.03, -0.07, -0.64], [-1.42, 3.13, 0.33], [-1.76, 0.88, -0.10], [-0.69, 0.04, 1.36], [0.46, 0.00, 1.33], [-0.08, 0.18, -1.42], [0.85, -0.55, -0.31], [-0.44, 0.94, 0.33], [1.37, -1.50, 0.00], [0.43, 0.68, 0.59], [2.49, 1.62, -0.24], [1.04, 2.55, -0.73], [-0.18, 0.05, -0.10], [-0.85, 0.27, -0.09], [2.62, -0.58, -1.66], [-1.54, 0.64, 0.05], [-1.09, 1.00, -0.03], [-0.46, -1.13, -0.70], [0.77, 0.22, 0.03], [0.76, 0.03, 0.11], [0.19, -0.44, 0.39], [-1.06, -0.75, 0.12], [1.90, -1.32, -0.56]],
  "total_charge": 0
}

(2)
{
  "formula": "C2H6N4S",
  "method": "the ωB97M-V functional and the def2-TZVPD basis",
  "species": ["C", "C", "H", "H", "H", "H", "H", "H", "N", "N", "N", "N", "S"],
  "positions_angstrom": [[-1.072, -0.725, 0.420], [-0.067, -0.623, -0.717], [-1.347, 1.205, 0.042], [-2.187, 0.729, 1.596], [-1.728, -1.840, 1.774], [0.296, -2.477, -1.115], [0.876, 0.581, -1.821], [2.234, 0.531, 0.612], [-1.587, 0.466, 0.743], [-1.106, -1.836, 0.985], [0.629, -1.538, -1.310], [0.319, 0.764, -1.016], [1.307, 1.523, 0.305]],
  "forces_ev_per_a": [[1.29, 0.31, -0.72], [1.89, -0.02, -0.35], [-0.68, -0.79, 1.32], [1.55, -1.05, -2.14], [-0.36, -0.08, 0.51], [-0.22, 0.00, 0.35], [0.90, 0.66, -0.78], [-0.79, 0.54, -0.49], [-1.84, 2.69, 0.53], [-0.29, -1.76, 0.50], [-1.68, 1.69, 0.68], [0.29, -1.09, 1.60], [-0.06, -1.10, -1.01]],
  "total_charge": 0
}

(3)
{
  "formula": "C21H22N4O4PdS",
  "method": "the ωB97M-V functional and the def2-TZVPD basis",
  "species": ["Pd", "C", "C", "C", "C", "C", "C", "C", "S", "O", "O", "N", "C", "C", "O", "O", "H", "H", "H", "H", "H", "H", "H", "H", "H", "N", "C", "C", "C", "C", "C", "C", "C", "C", "N", "C", "H", "H", "H", "H", "H", "H", "H", "H", "C", "C", "C", "N", "H", "H", "H", "H", "H"],
  "positions_angstrom": [[0.090, -0.125, -1.043], [-0.480, -1.703, 5.672], [0.120, -1.824, 4.294], [-0.021, -0.805, 3.360], [0.543, -0.907, 2.093], [1.258, -2.044, 1.748], [1.432, -3.058, 2.681], [0.857, -2.952, 3.939], [1.957, -2.245, 0.090], [0.963, -2.986, -0.671], [3.183, -2.996, 0.361], [2.189, -0.840, -0.544], [3.208, -0.035, 0.145], [3.183, 1.510, -0.077], [4.269, 2.066, 0.211], [2.129, 2.052, -0.471], [-1.218, -0.901, 5.707], [0.288, -1.481, 6.419], [-0.972, -2.631, 5.975], [-0.581, 0.087, 3.620], [0.432, -0.116, 1.352], [2.025, -3.921, 2.406], [0.988, -3.755, 4.660], [4.210, -0.349, -0.162], [3.176, -0.184, 1.234], [-0.350, 2.717, -1.632], [-1.667, 2.873, -1.417], [-2.282, 4.124, -1.487], [-3.665, 4.273, -1.370], [-4.484, 3.195, -1.164], [-3.910, 1.907, -1.026], [-4.706, 0.775, -0.754], [-4.104, -0.435, -0.555], [-2.708, -0.526, -0.615], [-1.922, 0.504, -0.902], [-2.504, 1.723, -1.128], [0.278, 3.480, -1.435], [0.049, 1.797, -1.357], [-1.658, 4.991, -1.671], [-4.093, 5.267, -1.453], [-5.560, 3.305, -1.083], [-5.782, 0.891, -0.690], [-4.680, -1.325, -0.333], [-2.202, -1.461, -0.415], [3.437, -0.440, -3.471], [2.332, -1.485, -3.632], [1.048, -0.856, -3.929], [0.024, -0.366, -4.106], [4.384, -0.935, -3.252], [3.192, 0.215, -2.637], [3.550, 0.160, -4.377], [2.190, -2.020, -2.691], [2.564, -2.207, -4.418]],
  "forces_ev_per_a": [[0.23, -0.08, 0.29], [0.01, 0.00, -0.01], [-0.01, -0.01, 0.03], [0.02, -0.02, -0.04], [0.03, 0.01, 0.02], [-0.02, 0.05, -0.04], [-0.02, -0.01, 0.00], [0.00, 0.01, -0.01], [0.42, -0.09, -0.12], [-0.09, -0.10, -0.01], [-0.02, 0.09, 0.03], [-0.71, 0.05, 0.29], [0.28, 0.05, -0.17], [-0.11, -0.05, 0.02], [0.05, -0.01, 0.03], [0.02, 0.00, -0.08], [0.00, 0.00, 0.00], [-0.01, 0.00, 0.01], [0.00, 0.00, 0.00], [0.00, 0.00, 0.00], [-0.03, -0.01, 0.04], [-0.01, 0.00, 0.00], [0.00, 0.00, 0.00], [-0.02, -0.08, 0.04], [-0.03, 0.09, 0.00], [-0.20, -0.10, 0.21], [0.07, 0.06, -0.05], [-0.03, -0.01, -0.01], [0.00, -0.03, 0.01], [-0.04, 0.04, -0.01], [0.11, 0.04, -0.01], [0.03, -0.07, 0.01], [-0.11, 0.04, 0.00], [0.06, 0.05, -0.03], [0.00, -0.10, -0.17], [-0.09, 0.03, 0.05], [0.01, 0.01, -0.04], [0.30, 0.17, -0.07], [0.01, -0.01, -0.01], [0.00, 0.00, 0.00], [0.00, -0.01, 0.00], [0.00, -0.01, 0.00], [0.00, 0.00, 0.00], [0.01, 0.00, -0.01], [-0.02, -0.02, 0.01], [0.05, 0.07, 0.07], [-0.07, -0.09, 0.14], [-0.12, 0.05, -0.41], [-0.01, 0.00, 0.02], [0.00, 0.03, -0.02], [0.01, 0.00, -0.01], [0.06, -0.02, -0.01], [-0.03, 0.02, -0.03]],
  "total_charge": -2
}

(4)
{
  "formula": "C60H53GeINO8PPbS",
  "method": "the ωB97M-V functional and the def2-TZVPD basis",
  "species": ["Pb", "O", "S", "O", "O", "C", "C", "C", "C", "C", "C", "P", "C", "C", "C", "C", "C", "C", "C", "C", "C", "C", "C", "C", "H", "H", "H", "H", "H", "H", "H", "H", "H", "H", "H", "H", "H", "H", "C", "C", "O", "H", "H", "H", "H", "H", "H", "C", "C", "C", "C", "C", "C", "N", "C", "C", "C", "C", "C", "C", "C", "O", "O", "C", "C", "H", "H", "H", "H", "H", "H", "H", "H", "H", "H", "H", "H", "H", "H", "I", "C", "C", "C", "C", "C", "C", "C", "O", "O", "H", "H", "H", "H", "C", "C", "C", "C", "C", "C", "Ge", "C", "C", "C", "C", "C", "C", "C", "C", "C", "C", "C", "C", "H", "H", "H", "H", "H", "H", "H", "H", "H", "H", "H", "H", "H", "H", "H"],
  "positions_angstrom": [[0.597, 0.724, 0.641], [0.414, 2.535, -1.302], [0.394, 3.756, -0.484], [1.264, 4.807, -0.939], [0.565, 3.396, 0.939], [-1.271, 4.419, -0.571], [-1.404, 5.716, -1.052], [-2.647, 6.329, -1.070], [-3.759, 5.652, -0.590], [-3.621, 4.359, -0.115], [-2.384, 3.716, -0.107], [-2.253, 1.986, 0.501], [-3.570, 1.163, -0.456], [-3.876, 1.596, -1.748], [-4.778, 0.894, -2.534], [-5.385, -0.254, -2.047], [-5.074, -0.703, -0.772], [-4.166, -0.010, 0.016], [-2.859, 2.243, 2.207], [-4.060, 1.790, 2.736], [-4.372, 2.024, 4.070], [-3.494, 2.715, 4.888], [-2.296, 3.185, 4.363], [-1.980, 2.952, 3.034], [-0.519, 6.232, -1.398], [-2.743, 7.339, -1.447], [-4.731, 6.129, -0.587], [-4.491, 3.827, 0.253], [-3.401, 2.480, -2.153], [-4.988, 1.237, -3.539], [-6.076, -0.810, -2.668], [-5.515, -1.617, -0.393], [-3.885, -0.408, 0.981], [-4.762, 1.250, 2.118], [-5.309, 1.655, 4.470], [-3.739, 2.888, 5.929], [-1.604, 3.737, 4.988], [-1.049, 3.333, 2.624], [1.671, -0.120, 5.118], [0.732, -0.476, 3.985], [0.407, 0.685, 3.206], [1.989, -1.025, 5.641], [1.179, 0.534, 5.841], [2.556, 0.395, 4.740], [-0.191, -0.946, 4.329], [1.203, -1.175, 3.288], [-0.331, 1.172, 3.594], [-4.910, -4.245, -4.407], [-3.989, -3.140, -3.959], [-3.690, -2.101, -4.832], [-2.874, -1.054, -4.426], [-2.315, -1.073, -3.164], [-2.578, -2.124, -2.285], [-2.013, -2.079, -1.006], [-1.301, -3.092, -0.375], [-0.852, -4.216, -1.069], [-0.175, -5.225, -0.404], [0.064, -5.141, 0.959], [-0.377, -4.023, 1.650], [-1.042, -2.991, 1.007], [-1.467, -1.776, 1.805], [-1.873, -1.904, 2.957], [-1.345, -0.649, 1.185], [-3.460, -3.146, -2.662], [-3.890, -4.191, -1.672], [-5.127, -4.157, -5.471], [-5.862, -4.218, -3.869], [-4.474, -5.230, -4.229], [-4.103, -2.114, -5.833], [-2.653, -0.239, -5.103], [-1.657, -0.277, -2.838], [-1.912, -1.179, -0.558], [-1.016, -4.280, -2.139], [0.189, -6.077, -0.968], [0.607, -5.924, 1.472], [-0.212, -3.926, 2.716], [-3.344, -5.131, -1.794], [-4.954, -4.411, -1.784], [-3.715, -3.852, -0.652], [0.831, -2.614, -6.946], [1.257, -2.495, -4.904], [1.792, -3.594, -4.248], [2.058, -3.505, -2.891], [1.791, -2.337, -2.185], [1.257, -1.250, -2.865], [0.991, -1.318, -4.226], [2.090, -2.290, -0.692], [2.535, -3.292, -0.153], [1.825, -1.171, -0.112], [1.995, -4.509, -4.790], [2.467, -4.345, -2.344], [1.059, -0.329, -2.330], [0.571, -0.465, -4.743], [5.914, -3.263, 1.607], [6.226, -2.465, 0.518], [5.597, -1.237, 0.350], [4.652, -0.792, 1.271], [4.348, -1.608, 2.361], [4.973, -2.831, 2.532], [3.694, 0.869, 1.022], [4.051, 2.024, 2.558], [3.313, 3.188, 2.789], [3.552, 3.966, 3.913], [4.522, 3.590, 4.832], [5.257, 2.432, 4.619], [5.021, 1.655, 3.493], [4.064, 1.725, -0.666], [4.296, 3.098, -0.750], [4.484, 3.704, -1.984], [4.437, 2.948, -3.145], [4.198, 1.581, -3.076], [4.006, 0.977, -1.843], [6.391, -4.227, 1.728], [6.953, -2.800, -0.211], [5.850, -0.625, -0.509], [3.601, -1.291, 3.082], [4.711, -3.457, 3.376], [2.531, 3.485, 2.098], [2.971, 4.866, 4.073], [4.702, 4.194, 5.713], [6.015, 2.129, 5.332], [5.602, 0.752, 3.341], [4.316, 3.704, 0.149], [4.645, 4.773, -2.035], [4.573, 3.426, -4.108], [4.144, 0.986, -3.979], [3.796, -0.084, -1.798]],
  "forces_ev_per_a": [[-0.20, -0.46, 0.04], [-0.09, 0.08, -0.14], [0.04, -0.13, 0.06], [0.01, 0.06, -0.01], [0.04, 0.17, -0.03], [0.04, 0.07, 0.02], [-0.05, 0.03, 0.00], [0.04, 0.00, 0.00], [0.01, -0.02, 0.00], [-0.07, 0.01, 0.01], [-0.01, 0.06, -0.09], [0.18, 0.11, -0.12], [-0.08, -0.04, 0.10], [-0.08, 0.01, -0.01], [-0.06, 0.05, 0.07], [-0.09, 0.04, 0.04], [-0.02, 0.03, 0.00], [0.03, 0.03, -0.06], [-0.05, 0.00, 0.01], [0.02, 0.04, 0.03], [-0.01, -0.02, 0.00], [0.02, 0.01, 0.00], [-0.01, 0.00, -0.01], [0.02, -0.02, 0.03], [0.01, -0.01, 0.00], [0.00, 0.00, 0.00], [0.00, 0.00, 0.00], [0.01, 0.00, 0.00], [0.00, 0.01, 0.02], [-0.01, -0.01, 0.00], [0.02, -0.01, 0.00], [0.01, -0.01, -0.01], [0.00, 0.00, 0.04], [-0.02, -0.01, -0.03], [0.00, 0.00, 0.00], [0.00, 0.00, 0.00], [-0.01, 0.00, 0.01], [0.00, -0.02, -0.01], [0.03, 0.00, 0.02], [-0.06, -0.04, -0.02], [0.18, 0.29, 0.06], [-0.01, 0.00, 0.00], [0.00, 0.01, 0.00], [0.00, 0.00, -0.01], [0.04, 0.00, -0.01], [0.01, 0.01, 0.01], [-0.08, -0.16, 0.01], [-0.01, -0.01, 0.00], [-0.03, -0.04, 0.04], [0.03, 0.04, -0.01], [0.01, -0.08, 0.00], [0.14, -0.08, -0.05], [0.15, 0.06, 0.00], [0.03, -0.03, -0.09], [0.04, -0.01, 0.07], [0.00, 0.00, 0.05], [0.00, 0.00, 0.03], [-0.02, -0.03, -0.01], [-0.02, 0.02, 0.02], [-0.10, -0.01, -0.07], [0.13, -0.30, 0.07], [0.03, 0.03, -0.15], [0.00, 0.20, 0.01], [-0.03, -0.02, -0.05], [-0.05, -0.03, 0.02], [0.00, 0.01, 0.00], [0.00, 0.00, 0.00], [0.01, 0.01, 0.00], [0.00, 0.01, -0.01], [0.00, 0.02, -0.01], [0.03, -0.01, -0.01], [0.00, 0.02, -0.02], [0.01, 0.01, 0.00], [0.00, -0.01, 0.00], [0.01, 0.01, -0.01], [0.01, -0.01, 0.00], [-0.01, 0.01, 0.00], [0.00, 0.00, -0.01], [-0.02, -0.01, -0.02], [-0.02, -0.01, -0.07], [-0.02, 0.04, 0.09], [0.00, -0.02, -0.02], [-0.02, -0.03, 0.03], [0.05, 0.07, -0.04], [0.10, 0.04, 0.07], [-0.03, -0.02, -0.02], [-0.27, -0.17, 0.07], [0.14, 0.09, -0.04], [0.00, 0.13, -0.05], [0.00, 0.00, 0.00], [0.00, 0.01, 0.00], [-0.02, 0.01, 0.01], [0.00, -0.01, 0.00], [-0.01, -0.02, 0.02], [0.00, 0.02, -0.02], [0.05, 0.00, -0.01], [-0.02, -0.16, -0.05], [0.00, -0.01, 0.02], [0.02, 0.01, -0.02], [0.11, 0.07, 0.33], [0.01, 0.03, 0.11], [-0.05, 0.01, -0.03], [0.00, 0.00, 0.01], [0.00, -0.01, -0.01], [0.00, 0.00, 0.01], [0.02, 0.02, 0.00], [-0.05, 0.04, -0.12], [-0.01, 0.03, 0.00], [-0.01, 0.00, 0.01], [0.01, -0.01, -0.02], [0.00, 0.01, 0.00], [0.01, 0.02, -0.05], [0.00, 0.00, 0.00], [0.00, 0.00, 0.00], [-0.02, -0.01, 0.01], [-0.01, 0.01, -0.02], [0.00, -0.01, 0.00], [0.02, -0.01, -0.01], [0.00, 0.00, 0.00], [0.00, 0.00, 0.00], [0.00, 0.00, 0.00], [-0.01, -0.01, -0.01], [0.00, -0.02, -0.01], [-0.01, 0.00, 0.00], [-0.01, 0.00, 0.00], [0.00, 0.01, 0.00], [-0.05, -0.07, 0.00]],
  "spin_multiplicity": 2,
  "total_charge": -1
}

(5)
{
  "formula": "C7H7LuN5O4",
  "method": "the ωB97M-V functional and the def2-TZVPD basis",
  "species": ["Lu", "C", "O", "C", "O", "C", "O", "C", "O", "C", "H", "H", "C", "H", "H", "N", "N", "N", "C", "N", "N", "H", "H", "H"],
  "positions_angstrom": [[-0.586, 0.857, -0.654], [-0.583, 1.948, 1.081], [-0.581, 2.496, 2.044], [-0.581, 2.764, -1.497], [-0.585, 3.791, -1.963], [-2.557, 0.974, -0.645], [-3.687, 0.979, -0.638], [1.421, 0.998, -0.660], [2.529, 0.991, -0.640], [-0.575, -0.702, -2.247], [0.359, -1.270, -2.089], [-1.507, -1.274, -2.088], [-0.578, 0.486, -2.905], [-1.509, 0.915, -3.318], [0.354, 0.918, -3.318], [1.992, -1.748, 3.603], [1.189, -1.563, 2.437], [0.523, -2.594, 1.841], [-0.068, -1.928, 0.839], [0.208, -0.656, 0.848], [1.040, -0.346, 1.869], [2.447, -0.963, 4.000], [2.066, -2.661, 3.993], [-0.730, -2.414, 0.109]],
  "forces_ev_per_a": [[1.57, -8.73, 1.57], [-0.06, 3.85, 5.37], [0.01, 0.15, 0.42], [0.21, 7.51, -2.81], [-0.02, -2.08, 0.85], [-12.31, 1.15, 0.24], [2.46, -0.10, -0.04], [7.57, 1.42, -0.11], [0.66, -0.13, 0.00], [0.13, -1.22, -4.07], [-0.20, 0.40, 0.21], [0.11, 0.38, 0.23], [0.02, -2.24, -3.03], [0.21, -0.04, 0.41], [-0.26, -0.10, 0.39], [-2.54, 0.37, -3.69], [1.67, 0.35, 2.25], [0.61, 2.18, 0.15], [-0.37, -2.97, 0.60], [0.24, 2.87, -0.35], [-0.12, -3.18, 0.89], [0.24, 0.97, 0.04], [-0.26, -0.89, -0.08], [0.43, 0.06, 0.55]],
  "total_charge": 3
}

(6)
{
  "formula": "C6H8OS",
  "method": "the ωB97M-V functional and the def2-TZVPD basis",
  "species": ["C", "C", "C", "C", "C", "C", "H", "H", "H", "H", "H", "H", "H", "H", "O", "S"],
  "positions_angstrom": [[2.195, 1.151, 0.356], [1.041, 0.493, -0.358], [-0.545, -1.836, -0.198], [-1.118, -0.434, -0.433], [-1.770, 0.765, 0.235], [-0.263, 0.469, 0.365], [2.066, 2.243, 0.659], [1.041, 0.824, -1.345], [-0.528, -2.140, 0.874], [-0.839, -2.649, -0.830], [-1.137, -0.260, -1.500], [-2.326, 0.746, 1.190], [-2.205, 1.484, -0.465], [-0.112, -0.031, 1.374], [3.235, 0.591, 0.608], [1.264, -1.417, -0.533]],
  "forces_ev_per_a": [[0.79, 0.07, 0.49], [0.52, -1.23, 1.55], [0.75, 1.02, 1.68], [-0.91, -1.09, 0.08], [-0.13, -0.08, 0.54], [-0.55, -0.06, 0.96], [-0.18, -0.85, -0.35], [-0.38, 0.98, -1.69], [-0.51, 0.11, -0.84], [-0.28, -0.23, -0.44], [0.41, 0.28, -0.15], [0.51, -0.18, -0.54], [0.38, -0.23, 0.12], [-0.11, 0.83, -1.16], [-0.52, 0.39, -0.12], [0.20, 0.26, -0.14]],
  "total_charge": 0
}

Looking at relative energy (zero: lowest compared OMol25 entry of this formula, charge and spin) for the records above, in order, we have 0.0; 31.6; 20.9; 5.8; 92.2; 72.6 kcal/mol.